{"formula": "C20H43OP3RuSe", "method": "the ωB97M-V functional and the def2-TZVPD basis", "elements": ["Ru", "P", "P", "P", "H", "C", "C", "H", "C", "C", "C", "C", "C", "C", "C", "C", "C", "H", "H", "H", "H", "H", "H", "H", "H", "H", "H", "H", "H", "H", "H", "H", "H", "H", "H", "H", "H", "H", "H", "H", "H", "H", "H", "H", "H", "H", "C", "C", "C", "C", "C", "C", "Se", "H", "H", "H", "H", "H", "H", "C", "C", "C", "O", "H", "H", "H", "H", "H", "H"], "coordinates": [[-0.1602, -1.1783, -0.5295], [-1.2853, -0.9174, 1.4378], [1.4660, -2.5362, -0.6301], [-1.7559, -0.9635, -2.0470], [0.7420, 3.4397, -1.0517], [-0.3136, 3.7127, -1.1563], [-1.1688, 3.6999, -0.1082], [-0.8330, 3.5476, 0.9327], [-0.3863, -0.1384, 2.8130], [-1.6379, -2.5910, 1.9945], [-2.8367, 0.0017, 1.5377], [2.8107, -2.3439, -1.7986], [2.3264, -2.5514, 0.9869], [0.6384, -4.1228, -0.9410], [-2.7441, 0.5841, -2.1877], [-2.9889, -2.2813, -1.6674], [-1.2633, -1.2546, -3.7903], [-0.7106, 3.7164, -2.2075], [-2.2472, 3.5711, -0.2829], [-0.3734, 0.9347, 2.6557], [0.6468, -0.4602, 2.8938], [-0.8614, -0.3469, 3.7612], [-0.7084, -3.1539, 2.1331], [-2.2916, -3.1144, 1.2866], [-2.1502, -2.5158, 2.9578], [-2.6122, 1.0643, 1.4941], [-3.2856, -0.2150, 2.5004], [-3.5349, -0.2713, 0.7571], [3.5249, -3.1600, -1.6319], [3.2958, -1.3767, -1.7001], [2.4275, -2.3534, -2.8100], [3.1659, -3.2813, 0.9151], [1.6432, -2.8074, 1.8115], [2.6864, -1.5256, 1.1920], [1.4043, -4.8982, -0.9203], [0.1321, -4.0934, -1.8943], [-0.1282, -4.3036, -0.2030], [-3.4763, 0.4177, -2.9812], [-2.0747, 1.4065, -2.4557], [-3.2553, 0.8050, -1.2479], [-3.6369, -2.3558, -2.5459], [-3.5837, -2.0298, -0.7804], [-2.4529, -3.2235, -1.5036], [-2.1862, -1.2538, -4.3842], [-0.7576, -2.2231, -3.8578], [-0.5800, -0.4593, -4.1239], [1.9484, 2.3188, -4.6918], [1.5552, 3.5641, -4.0975], [1.6335, 4.7522, -4.8396], [2.1368, 4.8014, -6.1380], [2.5803, 3.5979, -6.6893], [2.4971, 2.3899, -6.0074], [1.8435, 0.6936, -3.8490], [0.6396, -0.8785, 0.7546], [1.2224, 3.5540, -3.0693], [1.3088, 5.6833, -4.3931], [2.2010, 5.7281, -6.7021], [3.0107, 3.5864, -7.6807], [2.8458, 1.4666, -6.4624], [2.2477, 3.0574, 1.7398], [2.7268, 1.6467, 1.6584], [3.7978, 1.2425, 2.6209], [2.2894, 0.8760, 0.7797], [3.0957, 3.7419, 1.8700], [1.6177, 3.1154, 2.6362], [1.6547, 3.3076, 0.8535], [4.2116, 0.2495, 2.4266], [4.6127, 1.9728, 2.6382], [3.3828, 1.2637, 3.6318]], "e_homo_ev": [-16.9, -17.3], "fmax_ev_per_a": 3.68, "total_charge": 3, "multiplicity": 6, "gap_ev": [8.499, 5.348], "lumo_ev": [-8.4, -11.9], "de_lowest_kcal_mol": 37.22}